Entry from OMol25: C39H43BrN5Pd as an isolated structure (the ωB97M-V functional and the def2-TZVPD basis).

Values from the calculation:
HOMO level (spin up / spin down): -9.86 / -10.48 eV
⟨S²⟩: 6.06
total charge: +1
energy relative to the best compared isomer or geometry (same formula, charge and spin): 1.94 kcal/mol
LUMO energy (spin up / spin down): -2.246 / -4.008 eV
multiplicity: 5

Each line ends with the Mulliken spin population.
Cartesian coordinates (Å):
Pd: 1.29977 0.63006 0.07240  1.7790
Br: 3.24709 3.06929 1.30124  0.0269
N: 0.39919 2.57330 -0.45476  1.3035
N: -1.40627 -2.74045 -0.56876  0.0041
N: -0.40759 -0.75626 0.16119  0.1534
N: 1.55510 1.10666 2.23268  0.1204
N: 0.86877 -2.58867 -0.56902  -0.0143
C: -3.81521 0.68217 -0.22410  -0.0264
C: -4.32508 0.52547 1.05604  0.0165
C: -1.38055 4.14340 -0.59642  0.1864
C: -3.53681 -0.05073 2.04042  -0.0088
C: 0.95818 0.35019 3.16049  -0.0447
C: -1.48221 4.32955 0.89920  0.0748
C: -1.43172 -6.08854 -2.15849  -0.0001
C: -0.97990 4.12070 -3.39432  -0.1086
C: -2.02481 0.39895 -1.96221  0.0094
C: -2.25038 4.78996 -1.44286  -0.1114
C: -2.52489 0.27393 -0.55329  0.0390
C: -1.22848 -6.90378 -1.05558  0.0003
C: 2.66307 -4.73693 -0.49400  0.0025
C: -0.29331 5.15088 1.40995  0.0152
C: -0.31526 3.36294 -1.19803  0.1109
C: -0.30425 -1.97915 -0.30016  -0.0535
C: -0.97910 -4.36546 1.76769  -0.0013
C: -1.72955 -0.29495 0.45048  -0.0449
C: 2.58099 -0.96956 0.13852  0.3961
C: 4.40770 -3.07649 0.21946  0.0003
C: 1.06912 0.60991 4.50995  0.0009
C: -2.24750 -0.45692 1.73355  0.0328
C: -1.63257 3.03836 1.70110  0.0619
C: -0.06461 3.43916 -2.62590  0.1670
C: 2.48488 2.45905 3.96415  0.0033
C: 1.83707 1.69239 4.91605  -0.0057
C: -1.08668 -6.34773 0.20808  -0.0002
C: 3.90406 -0.75439 0.52251  -0.3452
C: 2.31595 2.11276 2.63406  0.0091
C: 4.81782 -1.79471 0.55722  0.0055
C: -1.35110 -4.16486 -0.72015  -0.0011
C: 1.10523 1.31789 -3.43360  -0.0300
C: -2.08210 4.75955 -2.82725  0.2207
C: -1.14505 -4.97200 0.40216  0.0006
C: 2.46769 3.26008 -2.58464  0.0042
C: 2.19117 -2.26383 -0.17285  -0.0814
C: 3.09617 -3.33757 -0.14355  0.0322
C: 1.16816 2.84018 -3.27285  0.0727
C: -1.48942 -4.71356 -1.98738  0.0010
H: -0.07054 -3.75841 1.82386  0.0019
H: 1.98987 0.96161 -3.96174  -0.0043
H: -1.64534 -4.05279 -2.83108  0.0001
H: 0.64113 4.60553 1.26139  0.0017
H: -2.29416 -2.32213 -0.33435  -0.0006
H: 5.11644 -3.89522 0.24450  0.0004
H: -0.93081 -6.99299 1.06415  0.0000
H: 3.31778 2.98876 -3.21144  -0.0012
H: -4.43380 1.12095 -0.99825  0.0008
H: 2.32134 -4.81488 -1.53152  0.0002
H: 0.56844 -0.02560 5.22600  0.0010
H: -1.83726 3.28485 2.74505  -0.0014
H: 1.08948 0.81209 -2.46038  0.0487
H: -0.21688 6.10698 0.89114  -0.0062
H: -5.33368 0.84581 1.28133  0.0005
H: 2.50005 4.33710 -2.41313  -0.0019
H: 0.22009 1.00777 -3.98761  -0.0056
H: -0.82619 4.17282 -4.46544  0.0055
H: 1.94591 1.92977 5.96574  -0.0007
H: 0.76098 -3.51274 -0.95747  -0.0066
H: 3.49336 -5.43046 -0.37858  -0.0005
H: -3.92411 -0.18960 3.04130  -0.0001
H: 4.23831 0.24295 0.78759  -0.0159
H: -1.82120 -3.71648 2.01657  0.0002
H: -0.91067 -5.14202 2.52712  0.0000
H: -3.06656 5.35985 -1.01606  0.0048
H: -2.78515 5.28009 -3.46390  0.0029
H: -1.63984 -0.93889 2.48858  0.0017
H: -1.18145 -7.97781 -1.17718  0.0000
H: 5.84458 -1.60906 0.84466  -0.0018
H: -0.40532 5.34883 2.47700  -0.0003
H: -0.72108 2.43919 1.67181  -0.0508
H: 3.11484 3.29349 4.23383  0.0024
H: -2.45414 2.42746 1.33235  -0.0001
H: 1.84898 -5.08658 0.14767  0.0001
H: -1.89775 -0.58432 -2.42338  0.0010
H: -1.54483 -6.51752 -3.14479  0.0000
H: 0.39430 -0.48755 2.77671  0.0177
H: 1.18713 3.26494 -4.28000  0.0056
H: -2.72268 0.97192 -2.57173  0.0009
H: 2.59365 2.75936 -1.62294  0.0072
H: -1.05743 0.89297 -1.99555  0.0165
H: -2.38852 4.91969 1.05972  0.0031


Entry from OMol25: C28H44BrMnN3P2 as an isolated structure in a non-equilibrium geometry (the ωB97M-V functional and the def2-TZVPD basis).

Values from the calculation:
HOMO level (spin up / spin down): -13.55 / -13.66 eV
⟨S²⟩: 8.78
total charge: +2
energy relative to the best compared isomer or geometry (same formula, charge and spin): 5.44 kcal/mol
LUMO energy (spin up / spin down): -6.289 / -7.101 eV
multiplicity: 6

Each line ends with the Mulliken spin population.
Cartesian coordinates (Å):
Br: 1.15463 3.19064 -3.48706  0.0407
Mn: 0.55403 1.15576 -1.21907  4.3849
P: 3.00383 0.68120 -2.02373  0.1221
P: -0.07389 -1.54226 -1.00386  0.1508
N: -5.03325 -1.57519 3.60358  0.0153
N: 0.96434 1.43048 0.75975  -0.0039
N: 1.56381 0.40264 1.43793  0.0474
C: 4.19009 -0.59650 -1.46811  0.0004
C: 0.71785 -3.02565 -0.19769  0.0238
C: 5.66790 -0.24489 -1.64026  0.0034
C: 2.93040 0.48400 -3.84919  -0.0172
C: 3.67768 2.27863 -1.39804  0.0143
C: 4.17836 0.60405 -4.69992  0.0036
C: -5.64262 -1.28731 2.45080  -0.0057
C: -5.31115 -0.16555 1.68429  0.0136
C: 2.14762 -3.32377 -0.63367  0.0022
C: -2.02064 -2.24156 1.03352  0.0058
C: -0.22275 -2.33242 -2.67333  -0.0098
C: -0.42091 2.53736 -2.36324  0.1233
C: -2.57928 1.47655 -2.15772  0.0198
C: 4.62379 3.11510 -2.24607  0.0030
C: -1.76090 2.92878 -0.37049  0.0342
C: 0.54906 2.29775 1.72440  0.0326
C: -2.75292 2.07627 -0.88287  0.0091
C: -3.72849 1.72282 1.30909  0.0610
C: -3.65389 0.36036 3.38029  0.0134
C: -1.33202 -1.79778 -3.56725  0.0175
C: -4.27224 0.67640 2.14446  -0.0026
C: -4.05382 -0.79422 4.05804  -0.0063
C: -3.89458 1.74180 -0.04603  -0.0302
C: -0.60105 3.17958 -1.08874  -0.0768
C: -1.81415 -1.70666 -0.37866  -0.0378
C: -1.42485 1.68610 -2.90247  -0.0042
C: 1.40997 0.52466 2.76254  0.0221
C: 0.74666 1.72787 2.97927  -0.0005
H: 3.97251 -0.79266 -0.40536  0.0026
H: 0.68451 -2.90080 0.89423  -0.0002
H: 0.75166 -2.20332 -3.16894  -0.0023
H: 2.18008 1.22405 -4.18877  -0.0009
H: 2.80423 2.89654 -1.14526  0.0010
H: -1.52815 -3.20892 1.18547  0.0011
H: 3.95120 -1.52400 -2.01069  0.0006
H: 0.06815 -3.88626 -0.43648  0.0007
H: -1.19481 -0.73624 -3.80817  -0.0032
H: 0.05961 4.02144 -0.85118  -0.0187
H: -6.41314 -1.98599 2.11179  -0.0001
H: 6.26764 -1.10252 -1.30695  0.0003
H: 3.86800 0.62648 -5.75626  0.0000
H: 0.10763 3.25302 1.47666  -0.0019
H: -2.35757 -2.33216 -1.10080  0.0033
H: 5.95912 0.61334 -1.02236  -0.0004
H: 0.41038 2.15035 3.91295  0.0006
H: 4.15872 2.02432 -0.44286  0.0058
H: 5.92991 -0.02871 -2.68571  -0.0001
H: 2.33848 -4.40240 -0.53498  -0.0004
H: -1.96114 3.45925 0.56498  0.0132
H: -4.81142 1.41204 -0.55478  0.0016
H: 4.75462 1.51579 -4.49920  -0.0009
H: -3.40640 0.86914 -2.52617  0.0021
H: -1.32431 1.34212 -3.92405  0.0078
H: -5.82890 0.01749 0.74282  0.0004
H: 2.88080 -2.80108 -0.00345  -0.0010
H: -2.25506 -0.70109 -0.44425  -0.0033
H: -3.54906 -1.09237 4.98476  -0.0001
H: 5.57968 2.61198 -2.43158  0.0002
H: 4.19353 3.42411 -3.20375  -0.0001
H: -3.14240 2.46659 1.85128  0.0038
H: -2.31818 -1.91170 -3.10233  0.0008
H: 2.04552 -0.34195 0.93510  0.0036
H: 2.48075 -0.51151 -4.00461  0.0141
H: 1.76711 -0.21816 3.45375  0.0019
H: -1.64287 -1.54231 1.79152  -0.0022
H: 2.33863 -3.04683 -1.67456  0.0020
H: -3.09660 -2.38126 1.21526  -0.0006
H: 4.83897 -0.26131 -4.58155  0.0006
H: 4.83393 4.04576 -1.69806  0.0002
H: -2.85213 0.96486 3.79555  0.0009
H: -1.34129 -2.35564 -4.51470  0.0005
H: -0.36104 -3.41464 -2.51982  -0.0023